A molecular structure, C9H12AuN2O10P2S, computed with ωB97M-V/def2-TZVPD.

```
! wB97M-V def2-TZVPD RIJCOSX def2/J DEFGRID3
* xyz -1 1
Au -0.09 1.69 -0.53
N 0.70 -0.51 -4.59
C 1.74 -0.45 -3.54
C 3.09 -0.95 -4.07
P 1.96 1.38 -3.19
O 3.36 1.38 -2.40
O 2.07 1.97 -4.54
O 0.96 2.00 -2.23
P 1.22 -1.58 -2.19
O 1.46 -0.73 -0.86
O 1.88 -2.90 -2.22
O -0.37 -1.83 -2.30
H 0.90 0.24 -5.25
H -0.94 -0.32 -3.25
H 0.75 -1.40 -5.08
H 3.41 -0.31 -4.88
H 2.98 -1.98 -4.42
H 3.85 -0.94 -3.29
H 3.22 1.67 -1.49
H 1.16 -1.20 -0.07
O 0.93 -0.83 4.25
S -0.21 -1.03 3.40
O -0.57 -2.37 3.06
N -0.11 -0.08 2.08
C -1.04 0.84 2.08
O -1.19 1.75 1.21
C -1.96 0.82 3.25
C -3.03 1.65 3.53
C -3.75 1.42 4.70
C -3.40 0.39 5.56
C -2.32 -0.45 5.28
C -1.62 -0.20 4.11
H -3.29 2.45 2.84
H -4.59 2.05 4.94
H -3.97 0.23 6.46
H -2.04 -1.25 5.94
O -1.13 -0.61 -2.32
*
```

Results
HOMO level: -0.236 Ha
HOMO-LUMO gap: 9.0502 eV
energy relative to the best compared isomer or geometry (same formula, charge and spin): 29.91 kcal/mol

These are the Mulliken partial charges, in e, on atoms 1 to 4:
1. Au 0.678
2. N -0.810
3. C 1.183
4. C -1.971

***

6 unconnected molecules or ions with the total composition C21H42Cl2O5, computed with ωB97M-V/def2-TZVPD.

```
! wB97M-V def2-TZVPD RIJCOSX def2/J DEFGRID3
* xyz 0 1
C 2.61 -1.18 -2.68
C 1.74 -1.08 -3.93
C 2.80 -1.11 -5.07
O 4.06 -1.27 -4.46
C 3.95 -0.65 -3.18
H 2.77 -2.21 -2.36
H 2.22 -0.65 -1.80
H 1.26 -0.10 -3.92
H 0.97 -1.84 -4.06
H 2.75 -0.16 -5.62
H 2.68 -1.89 -5.82
H 3.98 0.44 -3.26
H 4.79 -0.98 -2.57
C 2.01 -3.39 1.87
C 0.51 -3.60 2.08
C -0.05 -2.23 1.69
O 0.74 -1.83 0.58
C 2.08 -2.22 0.86
H 2.53 -4.28 1.55
H 2.46 -3.05 2.81
H 0.22 -3.85 3.10
H 0.10 -4.33 1.39
H 0.03 -1.52 2.52
H -1.09 -2.22 1.37
H 2.62 -1.37 1.28
H 2.56 -2.48 -0.09
C 1.68 3.27 -1.21
C 1.84 3.76 -2.65
C 3.23 3.25 -3.08
O 3.87 2.75 -1.90
C 3.13 3.14 -0.75
H 1.16 2.33 -1.09
H 1.13 4.04 -0.66
H 1.85 4.85 -2.69
H 1.03 3.41 -3.29
H 3.83 4.06 -3.49
H 3.13 2.44 -3.80
H 3.51 4.07 -0.29
H 3.30 2.35 -0.01
C -0.31 3.57 2.12
C -0.19 2.08 1.82
C -0.78 1.46 3.09
O -0.69 2.46 4.13
C 0.03 3.58 3.60
H -1.29 4.01 1.93
H 0.38 4.22 1.57
H 0.86 1.82 1.64
H -0.75 1.82 0.92
H -0.20 0.59 3.41
H -1.83 1.21 2.99
H 1.10 3.41 3.77
H -0.30 4.47 4.13
C -5.97 -3.15 1.70
C -5.95 -2.35 3.02
C -5.79 -0.93 2.50
O -4.85 -1.05 1.45
C -5.16 -2.25 0.74
H -7.00 -3.19 1.35
H -5.55 -4.14 1.86
H -5.10 -2.61 3.65
H -6.86 -2.52 3.59
H -5.36 -0.23 3.22
H -6.75 -0.54 2.13
H -4.23 -2.71 0.40
H -5.76 -2.00 -0.13
Cl -1.18 1.19 -2.33
C -1.00 -0.41 -1.54
Cl -2.51 -1.31 -1.50
H -0.23 -0.95 -2.07
H -0.71 -0.21 -0.52
*
```

Results
HOMO level: -0.351 Ha
SMILES: C1CCOC1.C1CCOC1.C1CCOC1.C1CCOC1.C1CCOC1.ClCCl
HOMO-LUMO gap: 10.1647 eV
energy relative to the best compared isomer or geometry (same formula, charge and spin): 5.79 kcal/mol

These are the Mulliken partial charges, in e, on atoms 1 to 4:
1. C 0.206
2. C -0.634
3. C -0.494
4. O -0.452

***

A gas-phase ion, B2H5O2 (charge -1), computed with ωB97M-V/def2-TZVPD.

```
! wB97M-V def2-TZVPD RIJCOSX def2/J DEFGRID3
* xyz -1 1
B 1.11 -0.03 -0.01
B -0.60 0.02 -0.17
O -1.43 -1.13 -0.24
O -1.36 1.19 -0.38
H 1.61 1.09 -0.14
H 1.52 -0.78 -0.90
H 1.46 -0.51 1.08
H -1.25 -1.68 0.52
H -1.06 1.85 0.25
*
```

Results
HOMO level: -0.139 Ha
HOMO-LUMO gap: 7.6621 eV
energy relative to the best compared isomer or geometry (same formula, charge and spin): 0.00 kcal/mol

These are the Mulliken partial charges, in e, on atoms 1 to 4:
1. B 0.179
2. B 0.134
3. O -0.625
4. O -0.658

***

A single C6H10O molecule, computed with ωB97M-V/def2-TZVPD.

```
! wB97M-V def2-TZVPD RIJCOSX def2/J DEFGRID3
* xyz 0 1
C 2.04 -0.32 0.52
C 0.91 -1.02 -0.24
C -0.46 -1.26 0.50
C -0.33 -0.28 -0.61
C -0.55 1.17 -0.35
C -2.05 1.36 -0.28
O -2.81 0.45 -0.06
H 2.83 -1.03 0.82
H 1.66 0.14 1.43
H 2.55 0.47 -0.06
H 1.31 -1.67 -1.04
H -1.12 -2.13 0.37
H -0.50 -0.88 1.54
H -0.78 -0.65 -1.53
H -0.13 1.83 -1.13
H -0.10 1.47 0.61
H -2.48 2.35 -0.49
*
```

Results
HOMO level: -0.348 Ha
SMILES: C[C@H]1C[C@H]1CC=O
HOMO-LUMO gap: 10.5493 eV
energy relative to the best compared isomer or geometry (same formula, charge and spin): 24.12 kcal/mol

These are the Mulliken partial charges, in e, on atoms 1 to 4:
1. C -1.366
2. C 0.163
3. C -0.767
4. C 0.031

***

A molecular structure, C4H3BrO, computed with ωB97M-V/def2-TZVPD.

```
! wB97M-V def2-TZVPD RIJCOSX def2/J DEFGRID3
* xyz 0 3
C -0.18 0.96 0.23
C 0.99 0.25 0.00
C 0.26 -1.00 -0.07
C -1.05 -0.19 -0.19
O 0.67 -2.10 0.07
Br 2.84 0.59 0.04
H -0.40 1.96 0.46
H -1.76 -0.22 0.63
H -1.37 -0.25 -1.16
*
```

Results
HOMO level (alpha / beta): -0.245 / -0.357 Ha
HOMO-LUMO gap (alpha / beta): 7.3725 / 6.6788 eV
energy relative to the best compared isomer or geometry (same formula, charge and spin): 0.00 kcal/mol

These are the Mulliken partial charges, in e, on atoms 1 to 4:
1. C -0.524
2. C -0.020
3. C 0.431
4. C -0.316

***

2 unconnected molecules or ions with the total composition CH2ClO2S, computed with ωB97M-V/def2-TZVPD.

```
! wB97M-V def2-TZVPD RIJCOSX def2/J DEFGRID3
* xyz -1 1
C -0.86 0.75 -0.14
O -0.46 -1.99 -0.42
O -0.25 -1.07 1.77
S -0.19 -0.78 0.32
Cl 2.86 0.78 -0.49
H -0.21 1.69 0.20
H -0.89 0.61 -1.23
*
```

Results
HOMO level: -0.158 Ha
HOMO-LUMO gap: 6.1731 eV
energy relative to the best compared isomer or geometry (same formula, charge and spin): 33.72 kcal/mol

These are the Mulliken partial charges, in e, on atoms 1 to 4:
1. C -0.490
2. O -0.505
3. O -0.518
4. S 0.908

***

Copy entry 1 word for word.
A molecular structure, C9H12AuN2O10P2S, computed with ωB97M-V/def2-TZVPD.

```
! wB97M-V def2-TZVPD RIJCOSX def2/J DEFGRID3
* xyz -1 1
Au -0.09 1.69 -0.53
N 0.70 -0.51 -4.59
C 1.74 -0.45 -3.54
C 3.09 -0.95 -4.07
P 1.96 1.38 -3.19
O 3.36 1.38 -2.40
O 2.07 1.97 -4.54
O 0.96 2.00 -2.23
P 1.22 -1.58 -2.19
O 1.46 -0.73 -0.86
O 1.88 -2.90 -2.22
O -0.37 -1.83 -2.30
H 0.90 0.24 -5.25
H -0.94 -0.32 -3.25
H 0.75 -1.40 -5.08
H 3.41 -0.31 -4.88
H 2.98 -1.98 -4.42
H 3.85 -0.94 -3.29
H 3.22 1.67 -1.49
H 1.16 -1.20 -0.07
O 0.93 -0.83 4.25
S -0.21 -1.03 3.40
O -0.57 -2.37 3.06
N -0.11 -0.08 2.08
C -1.04 0.84 2.08
O -1.19 1.75 1.21
C -1.96 0.82 3.25
C -3.03 1.65 3.53
C -3.75 1.42 4.70
C -3.40 0.39 5.56
C -2.32 -0.45 5.28
C -1.62 -0.20 4.11
H -3.29 2.45 2.84
H -4.59 2.05 4.94
H -3.97 0.23 6.46
H -2.04 -1.25 5.94
O -1.13 -0.61 -2.32
*
```

Results
HOMO level: -0.236 Ha
HOMO-LUMO gap: 9.0502 eV
energy relative to the best compared isomer or geometry (same formula, charge and spin): 29.91 kcal/mol

These are the Mulliken partial charges, in e, on atoms 1 to 4:
1. Au 0.678
2. N -0.810
3. C 1.183
4. C -1.971

***

Repeat the second record exactly.
6 unconnected molecules or ions with the total composition C21H42Cl2O5, computed with ωB97M-V/def2-TZVPD.

```
! wB97M-V def2-TZVPD RIJCOSX def2/J DEFGRID3
* xyz 0 1
C 2.61 -1.18 -2.68
C 1.74 -1.08 -3.93
C 2.80 -1.11 -5.07
O 4.06 -1.27 -4.46
C 3.95 -0.65 -3.18
H 2.77 -2.21 -2.36
H 2.22 -0.65 -1.80
H 1.26 -0.10 -3.92
H 0.97 -1.84 -4.06
H 2.75 -0.16 -5.62
H 2.68 -1.89 -5.82
H 3.98 0.44 -3.26
H 4.79 -0.98 -2.57
C 2.01 -3.39 1.87
C 0.51 -3.60 2.08
C -0.05 -2.23 1.69
O 0.74 -1.83 0.58
C 2.08 -2.22 0.86
H 2.53 -4.28 1.55
H 2.46 -3.05 2.81
H 0.22 -3.85 3.10
H 0.10 -4.33 1.39
H 0.03 -1.52 2.52
H -1.09 -2.22 1.37
H 2.62 -1.37 1.28
H 2.56 -2.48 -0.09
C 1.68 3.27 -1.21
C 1.84 3.76 -2.65
C 3.23 3.25 -3.08
O 3.87 2.75 -1.90
C 3.13 3.14 -0.75
H 1.16 2.33 -1.09
H 1.13 4.04 -0.66
H 1.85 4.85 -2.69
H 1.03 3.41 -3.29
H 3.83 4.06 -3.49
H 3.13 2.44 -3.80
H 3.51 4.07 -0.29
H 3.30 2.35 -0.01
C -0.31 3.57 2.12
C -0.19 2.08 1.82
C -0.78 1.46 3.09
O -0.69 2.46 4.13
C 0.03 3.58 3.60
H -1.29 4.01 1.93
H 0.38 4.22 1.57
H 0.86 1.82 1.64
H -0.75 1.82 0.92
H -0.20 0.59 3.41
H -1.83 1.21 2.99
H 1.10 3.41 3.77
H -0.30 4.47 4.13
C -5.97 -3.15 1.70
C -5.95 -2.35 3.02
C -5.79 -0.93 2.50
O -4.85 -1.05 1.45
C -5.16 -2.25 0.74
H -7.00 -3.19 1.35
H -5.55 -4.14 1.86
H -5.10 -2.61 3.65
H -6.86 -2.52 3.59
H -5.36 -0.23 3.22
H -6.75 -0.54 2.13
H -4.23 -2.71 0.40
H -5.76 -2.00 -0.13
Cl -1.18 1.19 -2.33
C -1.00 -0.41 -1.54
Cl -2.51 -1.31 -1.50
H -0.23 -0.95 -2.07
H -0.71 -0.21 -0.52
*
```

Results
HOMO level: -0.351 Ha
SMILES: C1CCOC1.C1CCOC1.C1CCOC1.C1CCOC1.C1CCOC1.ClCCl
HOMO-LUMO gap: 10.1647 eV
energy relative to the best compared isomer or geometry (same formula, charge and spin): 5.79 kcal/mol

These are the Mulliken partial charges, in e, on atoms 1 to 4:
1. C 0.206
2. C -0.634
3. C -0.494
4. O -0.452